Entry from the Open Molecules 2025 dataset: a structure of composition C37H35InOP2 in a non-equilibrium geometry (wB97M-V/def2-TZVPD).

Structure (XYZ):
```
76
Properties=species:S:1:pos:R:3:forces:R:3
C 0.54382 -1.55535 -2.32298 -0.35 0.15 -0.12
C -0.49197 -1.94758 -1.45434 0.21 -0.21 -0.45
C -1.81506 -1.99298 -1.93536 0.18 0.01 0.15
C -2.11101 -1.61079 -3.25163 -0.03 -0.14 0.30
C -1.09145 -1.14557 -4.08590 0.30 0.18 0.20
C 0.21810 -1.07700 -3.60492 0.03 -0.36 0.02
P -0.15603 -2.29797 0.32384 -0.29 -1.12 -0.90
C -1.35391 -3.54247 0.90292 -0.53 0.30 0.61
C -2.46297 -3.14061 1.67305 0.27 -0.14 -0.44
C -3.47279 -4.05370 1.97272 -0.21 0.14 0.03
C -3.39390 -5.36493 1.50698 0.26 0.01 -0.23
C -2.25515 -5.79238 0.81479 -0.03 0.28 0.00
C -1.22239 -4.89422 0.54343 0.12 0.11 -0.32
In -0.27999 0.08670 1.35357 2.37 -0.24 0.93
P -0.05285 2.36105 0.25339 -0.15 1.16 0.36
C -1.44690 2.38705 -0.93817 -0.25 -0.02 -0.60
C -1.29571 2.77774 -2.27922 -0.08 -0.20 0.44
C -2.27617 2.42804 -3.21214 -0.41 0.11 0.03
C -3.48405 1.82855 -2.80312 0.40 0.32 -0.04
C -3.71316 1.61881 -1.43716 -0.29 -0.17 -0.07
C -2.69215 1.86426 -0.52368 0.97 -0.36 0.21
C -0.23671 3.71808 1.42416 -0.57 -0.02 0.20
C 0.57757 3.70835 2.56202 -0.08 -0.23 -0.08
C 0.38285 4.66848 3.54398 0.09 0.16 -0.06
C -0.60493 5.64856 3.38556 0.22 -0.03 -0.21
C -1.38482 5.67854 2.22585 0.07 0.19 0.06
C -1.20689 4.71280 1.24056 0.08 -0.37 -0.04
C 1.66822 2.56048 -0.32547 0.41 -0.41 -0.60
C 2.61450 1.51995 -0.16480 -0.34 0.22 -0.48
C 3.79703 1.53854 -0.91397 -0.30 0.02 0.51
C 4.07559 2.63664 -1.73127 0.07 0.06 -0.06
C 3.16570 3.68654 -1.85978 0.14 0.06 0.13
C 1.95552 3.64732 -1.17392 -0.51 -0.19 0.39
C 1.49001 -3.04840 0.44503 0.53 0.21 0.38
C 1.97289 -3.91806 -0.54949 -0.11 0.08 -0.28
C 3.25968 -4.44998 -0.45034 -0.12 -0.07 0.07
C 4.05872 -4.15340 0.66052 -0.12 0.09 -0.04
C 3.56407 -3.32600 1.67527 0.01 -0.11 0.05
C 2.28182 -2.78413 1.58044 -0.16 0.09 -0.29
H 1.33602 2.92613 2.65240 -0.11 0.27 0.18
H 1.03387 4.67516 4.41557 -0.22 0.01 -0.11
H -0.71731 6.42173 4.14886 -0.07 -0.30 -0.25
H -2.11901 6.47156 2.07702 0.20 -0.25 0.08
H -1.79680 4.70489 0.32234 0.00 0.14 0.35
H -0.42439 3.37460 -2.54065 -0.06 -0.44 -0.35
H -2.10882 2.65265 -4.26949 -0.11 -0.03 0.40
H -4.25348 1.55806 -3.54709 0.53 0.23 0.51
H -4.68578 1.22622 -1.09592 0.67 0.22 -0.17
H -2.78469 1.58093 0.53562 -0.34 0.16 -0.35
H 2.33245 0.62772 0.42021 0.44 0.46 -0.11
H 4.48897 0.68999 -0.88780 -0.25 0.42 0.18
H 5.02287 2.67221 -2.27588 -0.38 -0.04 0.12
H 3.39767 4.54587 -2.49080 -0.06 -0.30 0.16
H 1.21067 4.44648 -1.30292 0.46 -0.29 0.07
H 1.34048 -4.18602 -1.40549 0.35 0.23 0.28
H 3.63247 -5.10584 -1.24717 -0.19 0.29 0.43
H 5.06662 -4.57914 0.73392 -0.47 0.24 -0.01
H 4.17940 -3.10340 2.55189 -0.25 -0.11 -0.34
H 1.87955 -2.14449 2.37080 0.32 -0.09 -0.19
H -2.53102 -2.10020 2.00442 -0.14 -0.27 -0.01
H -4.35284 -3.73695 2.53680 0.34 -0.06 -0.15
H -4.22401 -6.05744 1.65386 0.28 0.22 0.11
H -2.19073 -6.81676 0.44719 0.06 0.27 0.21
H -0.32607 -5.23619 0.01721 -0.39 0.09 0.14
H -2.56136 -2.37957 -1.23543 -0.13 0.25 -0.49
H -3.13058 -1.65950 -3.64115 0.30 -0.10 0.28
H -1.29339 -0.81732 -5.11761 -0.02 -0.19 0.66
H 0.97271 -0.61798 -4.25201 -0.07 -0.46 0.32
H 1.58475 -1.55635 -1.97565 -0.45 0.04 -0.23
H 0.85279 0.96159 -1.93597 0.14 -1.28 1.10
H 1.01142 0.41964 -1.37858 -0.56 1.30 -1.60
C 0.59593 0.23987 4.16090 -0.33 -0.15 0.71
O 1.19243 0.21670 2.87195 -1.59 -0.06 -1.40
H 1.07643 -0.50225 4.81851 -0.01 0.33 -0.16
H -0.47865 -0.03060 4.15519 0.17 0.04 0.07
H 0.64634 1.23698 4.63451 0.16 -0.33 -0.22
```
Positions in Å, forces in eV/Å.

Results
Maximum force (eV Å⁻¹): 2.55
HOMO-LUMO gap (eV): 6.39
Total charge: +2
Lowest unoccupied orbital energy (eV): -7.86

These are the Mulliken partial charges, in e, on atoms 1 to 4:
1. C -0.9763
2. C 1.1360
3. C -0.6334
4. C -0.7299